ORCA calculation (ωB97M-V/def2-TZVPD) on a cluster of 2 separate species, C3H10NO in total at a distorted geometry.

Values from the calculation:
Charge = +1

```
15
Properties=species:S:1:pos:R:3:mulliken_charge:R:1
C -0.847 1.444 -0.074 -0.156
O -1.027 0.375 0.914 -0.584
C -0.227 0.971 -1.375 -1.095
H -1.820 1.884 -0.290 0.360
H -0.217 2.172 0.425 0.253
H -1.956 0.165 0.950 0.348
H -0.844 0.158 -1.765 0.320
H -0.193 1.778 -2.102 0.365
H 0.788 0.587 -1.251 0.275
C 1.668 -1.503 0.939 -0.133
N 0.483 -1.705 0.541 -0.093
H 1.884 -0.510 1.317 0.288
H 2.412 -2.291 0.901 0.291
H 0.164 -2.643 0.320 0.262
H -0.268 -0.880 0.550 0.299
```


ORCA calculation (ωB97M-V/def2-TZVPD) on the molecule C3H10NOPS at a distorted geometry.

Values from the calculation:
Structure (SMILES) = CC[P@@](O)(=S)NC

```
17
Properties=species:S:1:pos:R:3:mulliken_charge:R:1
C -1.716 1.248 -0.287 -0.871
C -0.353 1.451 0.444 -0.645
P 0.210 -0.145 0.889 0.477
O 1.474 0.122 1.932 -0.540
S -1.064 -1.324 1.887 -0.386
N 1.012 -0.723 -0.488 -0.337
C 1.155 -2.168 -0.537 -0.878
H -1.578 0.879 -1.258 0.284
H -2.264 0.315 0.349 0.246
H -2.332 2.141 -0.370 0.327
H -0.554 1.807 1.437 0.286
H 0.386 2.010 0.035 0.461
H 1.968 -0.722 2.082 0.341
H 0.805 -0.250 -1.462 0.290
H 1.405 -2.437 0.434 0.323
H 0.190 -2.730 -0.916 0.257
H 1.982 -2.573 -1.046 0.364
```


ORCA calculation (ωB97M-V/def2-TZVPD) on the molecule C24H31N3O2.

Values from the calculation:
Structure (SMILES) = C=C(C)c1cccc(C(C)(C)NC(=O)N2CCN(c3ccccc3OC)CC2)c1

```
60
Properties=species:S:1:pos:R:3:mulliken_charge:R:1
C 1.187 -6.822 -1.228 -1.176
C 1.280 -5.949 -0.231 0.449
C 1.275 -6.390 1.204 -1.481
C 1.401 -4.502 -0.481 0.652
C 2.229 -3.703 0.302 -0.441
C 2.333 -2.349 0.042 -1.237
C 1.609 -1.777 -0.985 -0.488
C 0.756 -2.551 -1.765 -0.157
C -0.012 -1.876 -2.890 1.560
C 0.964 -1.590 -4.038 -1.757
C -1.193 -2.704 -3.409 -2.179
N -0.490 -0.586 -2.393 0.128
C -1.282 -0.524 -1.275 0.462
O -1.568 -1.501 -0.610 -0.656
N -1.764 0.734 -0.971 0.037
C -1.060 1.962 -1.274 -0.893
C -0.121 2.329 -0.119 -0.316
N -0.893 2.466 1.098 0.314
C -0.388 3.263 2.126 0.131
C -0.194 2.779 3.416 -0.202
C 0.237 3.603 4.442 -0.883
C 0.496 4.934 4.192 -0.750
C 0.312 5.443 2.914 -0.479
C -0.135 4.633 1.885 0.662
O -0.372 5.085 0.609 -0.383
C -0.235 6.458 0.348 -1.009
C -1.570 1.231 1.430 -0.733
C -2.501 0.858 0.272 -1.448
C 0.670 -3.908 -1.508 -0.098
H 1.224 -6.519 -2.260 0.348
H 1.092 -7.880 -1.047 0.293
H 0.929 -7.417 1.287 0.426
H 2.280 -6.336 1.623 0.308
H 0.628 -5.745 1.795 0.336
H 2.805 -4.137 1.105 0.312
H 2.984 -1.734 0.649 0.410
H 1.693 -0.716 -1.175 0.448
H 1.404 -2.521 -4.386 0.364
H 0.446 -1.118 -4.872 0.499
H 1.765 -0.935 -3.703 0.405
H -1.767 -2.109 -4.118 0.380
H -0.849 -3.601 -3.916 0.459
H -1.839 -2.977 -2.579 0.484
H -0.622 0.119 -3.100 0.454
H -0.487 1.876 -2.196 0.307
H -1.804 2.756 -1.391 0.405
H 0.384 3.266 -0.339 0.514
H 0.633 1.529 -0.010 0.094
H -0.373 1.736 3.623 0.461
H 0.376 3.196 5.432 0.377
H 0.838 5.587 4.980 0.378
H 0.509 6.489 2.739 0.388
H 0.799 6.796 0.476 0.386
H -0.526 6.588 -0.694 0.243
H -0.894 7.059 0.983 0.381
H -2.166 1.378 2.332 0.628
H -0.865 0.400 1.591 0.379
H -2.982 -0.099 0.475 0.485
H -3.257 1.637 0.140 0.430
H 0.006 -4.531 -2.083 0.589
```


ORCA calculation (ωB97M-V/def2-TZVPD) on a structure of composition C35H53BN5O2Re.

Values from the calculation:
Charge = +3
2S+1 = 2

```
97
Properties=species:S:1:pos:R:3:mulliken_spin:R:1
Re -0.268 0.195 -0.319 0.180
C -0.600 1.346 2.813 0.001
O -0.634 0.204 1.916 0.014
C -1.333 -0.919 2.496 -0.001
C -1.067 -2.115 1.618 -0.011
O -1.142 -1.649 0.235 0.023
C -2.162 -2.297 -0.594 0.000
H -0.020 1.087 3.696 0.000
H -1.619 1.615 3.093 0.000
H -0.116 2.158 2.282 -0.001
H -2.397 -0.678 2.558 0.000
H -0.962 -1.092 3.507 0.000
H -1.796 -2.909 1.765 -0.001
H -0.065 -2.506 1.748 0.010
H -2.119 -3.369 -0.417 -0.001
H -1.913 -2.077 -1.626 -0.001
H -3.144 -1.906 -0.332 0.000
C 4.196 1.397 -3.176 -0.003
C 2.953 0.738 -3.779 0.003
C 1.713 1.588 -3.432 0.004
C 2.717 -0.736 -3.487 -0.004
C 2.570 -1.578 -4.588 0.001
C 2.305 -2.932 -4.430 -0.001
C 2.175 -3.456 -3.159 -0.003
C 2.296 -2.652 -2.026 0.002
C 2.229 -3.290 -0.653 -0.004
C 1.049 -4.252 -0.509 0.003
C 3.547 -4.006 -0.335 0.002
C 2.550 -1.288 -2.208 -0.025
N 2.776 -0.474 -1.030 0.109
B 1.828 0.152 -0.038 0.031
N 2.800 0.514 1.072 0.079
C 4.029 0.129 0.715 0.311
C 4.019 -0.486 -0.531 0.315
C 2.693 1.165 2.380 -0.026
C 2.716 0.370 3.544 0.001
C 2.601 1.027 4.770 -0.002
C 2.514 2.403 4.860 0.000
C 2.651 3.158 3.712 0.000
C 2.788 2.567 2.457 0.007
C 3.182 3.517 1.326 0.000
C 2.133 3.681 0.240 -0.012
C 4.567 3.238 0.732 -0.005
C 3.003 -1.130 3.640 0.005
C 4.352 -1.566 3.055 0.011
C 1.882 -2.022 3.129 -0.003
H 4.362 2.369 -3.642 0.000
H 5.080 0.792 -3.370 0.000
H 4.102 1.559 -2.102 0.013
H 3.076 0.795 -4.861 -0.001
H 1.808 2.070 -2.461 0.005
H -0.346 1.210 -3.757 -0.001
H 1.513 2.338 -4.194 0.000
H 2.704 -1.173 -5.585 0.000
H 2.221 -3.572 -5.298 0.000
H 1.996 -4.517 -3.040 0.000
H 2.100 -2.495 0.081 0.007
H 1.173 -5.139 -1.132 0.000
H 0.109 -3.777 -0.791 -0.002
H 0.976 -4.602 0.522 0.000
H 3.718 -4.829 -1.032 0.000
H 3.522 -4.422 0.672 0.000
H 4.404 -3.334 -0.404 -0.002
H 4.888 0.309 1.342 -0.001
H 4.850 -0.944 -1.045 -0.048
H 2.613 0.437 5.678 0.000
H 2.418 2.883 5.825 0.000
H 2.707 4.237 3.788 0.000
H 3.262 4.489 1.814 0.000
H 1.977 2.746 -0.306 0.005
H 2.443 4.448 -0.474 0.000
H 1.183 3.990 0.675 0.000
H 4.549 2.441 -0.014 0.022
H 5.293 2.981 1.504 0.001
H 4.931 4.133 0.226 0.000
H 3.078 -1.314 4.712 0.000
H 4.297 -1.769 1.983 0.012
H 4.658 -2.499 3.530 0.001
H 5.138 -0.833 3.243 -0.001
H 1.666 -1.799 2.084 -0.008
H 0.982 -1.876 3.728 0.001
H 2.162 -3.074 3.203 0.000
N 0.452 0.717 -3.343 0.000
C 0.109 0.344 -2.007 -0.016
H 0.628 -0.138 -3.904 0.000
C -3.331 1.432 0.729 0.002
C -2.366 2.380 0.108 0.004
N -1.108 2.152 -0.284 -0.011
C -0.680 3.302 -0.936 0.007
C -1.663 4.227 -0.896 0.001
N -2.706 3.631 -0.231 0.001
H -2.928 0.422 0.756 0.000
H -4.254 1.409 0.150 0.000
H -3.586 1.728 1.748 0.000
H 0.306 3.385 -1.350 -0.002
H -1.711 5.237 -1.266 0.000
H -3.605 4.054 -0.047 0.000
```


ORCA calculation (ωB97M-V/def2-TZVPD) on the molecule C4H6N4O7 at a distorted geometry.

Values from the calculation:
Structure (SMILES) = C/C(=N\OO/[N+]([O-])=C(\C)[N+](=O)[O-])[N+](=O)[O-]

```
21
Properties=species:S:1:pos:R:3:mulliken_charge:R:1
C -2.566 -0.995 2.031 -1.168
C -1.478 -0.042 1.723 0.408
N -0.452 -0.296 1.095 -0.149
O -0.168 -1.541 0.607 -0.014
O 0.970 -1.461 -0.154 -0.330
N 0.654 -0.707 -1.468 0.732
O -0.401 -1.057 -1.895 -0.563
C 1.536 0.133 -1.849 0.411
C 2.782 0.273 -1.102 -1.253
N 1.180 0.903 -2.995 1.028
O 1.909 1.782 -3.326 -0.613
O 0.175 0.630 -3.574 -0.580
N -1.569 1.374 2.337 1.036
O -0.599 2.017 2.144 -0.536
O -2.564 1.660 2.942 -0.578
H -3.283 -0.931 1.219 0.302
H -2.297 -1.976 2.037 0.403
H -3.132 -0.723 2.939 0.352
H 2.838 1.254 -0.626 0.291
H 2.783 -0.419 -0.379 0.481
H 3.683 0.123 -1.705 0.342
```


ORCA calculation (ωB97M-V/def2-TZVPD) on the molecule C7H17N at a distorted geometry.

Values from the calculation:
Structure (SMILES) = CCCCCN(C)C

```
25
Properties=species:S:1:pos:R:3:mulliken_charge:R:1
C 1.218 -0.939 -3.813 -1.082
C 0.911 -0.770 -2.234 -0.827
C -0.039 0.394 -1.710 -0.448
C -0.757 -0.189 -0.443 -0.273
C -0.626 0.881 0.753 -1.033
N -0.783 0.225 2.161 -0.064
C 0.589 -0.435 2.508 -1.164
C -1.373 0.968 3.241 -0.971
H 0.435 -1.732 -4.039 0.253
H 0.942 -0.022 -4.460 0.274
H 2.150 -1.355 -3.989 0.362
H 0.594 -1.686 -1.763 0.429
H 1.739 -0.674 -1.611 0.453
H 0.608 1.044 -1.281 0.395
H -0.875 0.695 -2.528 0.328
H -1.832 -0.320 -0.740 0.212
H -0.171 -1.149 -0.156 0.204
H -1.509 1.655 0.694 0.341
H 0.152 1.529 0.851 0.547
H 1.238 -0.003 3.326 0.406
H 1.415 -0.254 1.839 0.344
H 0.465 -1.473 2.514 0.365
H -2.310 0.581 3.537 0.278
H -1.515 2.047 3.198 0.374
H -0.665 0.983 4.147 0.297
```


ORCA calculation (ωB97M-V/def2-TZVPD) on the ion C7H14ClN2 with charge +1 at a distorted geometry.

Values from the calculation:
Structure (SMILES) = C[N+](C)=C(Cl)N1CCCC1
Charge = +1

```
24
Properties=species:S:1:pos:R:3:mulliken_charge:R:1
C -1.926 -1.383 -2.298 -1.016
N -0.863 -0.632 -1.551 0.038
C 0.443 -1.065 -2.176 -1.012
C -1.011 -0.016 -0.425 0.552
Cl -2.697 0.603 -0.160 -0.125
N 0.019 0.466 0.483 0.185
C -0.441 1.383 1.530 -0.944
C 0.915 1.746 2.265 -0.636
C 1.536 0.328 2.196 -0.794
C 1.236 -0.216 0.823 -0.445
H -1.656 -2.427 -2.465 0.384
H -1.967 -0.878 -3.279 0.413
H -2.973 -1.360 -1.850 0.327
H 1.015 -0.086 -2.500 0.345
H 0.190 -1.462 -3.168 0.464
H 1.008 -1.838 -1.648 0.315
H -1.292 0.972 2.121 0.471
H -0.846 2.330 1.127 0.411
H 0.795 2.203 3.236 0.389
H 1.453 2.402 1.590 0.287
H 2.628 0.482 2.250 0.326
H 1.261 -0.259 3.020 0.376
H 2.115 -0.041 0.155 0.253
H 1.056 -1.253 0.725 0.435
```


DFT total energy: -6803.3023, -26935.3602, -33956.6582, -51481.8253, -24523.4226, -9020.9415, -22980.8599 (eV)